Record 1
Below is the ion C17H16N3 with charge +1 in a non-equilibrium geometry, with properties calculated with the ωB97M-V functional and the def2-TZVPD basis.

The geometry in XYZ format:
```
36
C17H16N3 (the ωB97M-V functional and the def2-TZVPD basis)
C -0.3140 1.6930 2.9030
N -0.1659 0.9318 1.6787
C 0.3887 1.5754 0.5738
C 0.7897 2.9142 0.7692
C 1.1416 3.7344 -0.3072
C 1.2185 3.1379 -1.6053
C 0.7767 1.8278 -1.7934
C 0.2298 1.0648 -0.7376
C -0.3901 -0.2461 -0.9385
C -0.9674 -0.8839 0.2451
C -0.7799 -0.3060 1.5259
C -1.5191 -0.7941 2.6249
C -2.3332 -1.9193 2.5268
C -2.3156 -2.6527 1.3070
C -1.6379 -2.1302 0.2011
H -0.6928 0.9974 3.6758
H 0.7163 2.0506 3.1672
H -1.0565 2.5497 2.7556
H 0.6405 3.4594 1.7391
H 1.3365 4.8372 -0.1740
H 1.4609 3.7936 -2.4710
H 0.8428 1.3582 -2.7807
H -1.1097 -0.2903 -1.9081
H -1.6996 -0.2220 3.5723
H -2.9953 -2.2061 3.3890
H -3.0007 -3.5260 1.2201
H -1.6267 -2.6909 -0.7405
N 0.5657 -1.1902 -1.6669
C 0.4272 -1.7027 -2.8672
N 1.5156 -2.4830 -3.1526
C 2.3669 -2.4059 -1.9926
C 1.7423 -1.6129 -1.1293
H -0.4181 -1.5583 -3.5643
H 1.6189 -2.9619 -4.0106
H 3.3068 -2.9013 -1.8901
H 1.9372 -1.2413 -0.1448
```

The calculation puts the HOMO energy at -0.390 Eh. As for the SMILES: CN1c2ccccc2C(n2cc[nH+]c2)c2ccccc21. As for the electronic energy: -22351.970 eV. The value obtained for the lowest unoccupied orbital energy is -2.8 eV. The frontier orbital gap comes out at 7.850 eV. The charge is +1.



Record 2
Below is a structure of composition C5H9N3O in a non-equilibrium geometry, with properties calculated with the ωB97M-V functional and the def2-TZVPD basis.

The geometry in XYZ format:
```
18
C5H9N3O (the ωB97M-V functional and the def2-TZVPD basis)
C -0.2768 0.0896 1.8071
C 1.5300 -1.3983 0.3028
C 0.1239 0.4294 -0.8926
C -1.0612 1.0081 1.1414
C 0.0882 -0.9183 0.2210
N -0.8701 0.2997 -1.8176
N 1.0903 1.2609 -0.8551
N -1.9993 1.6691 0.8042
O -0.8212 -1.7248 -0.0375
H -0.7927 0.7611 -2.7113
H -1.3615 -0.5866 -1.7803
H 1.1399 1.8777 -1.6699
H -2.2659 1.8528 -0.1559
H -0.7844 -0.5519 2.5210
H 0.6575 0.5092 2.1711
H 2.1933 -0.5864 0.6000
H 1.5745 -2.2165 1.0243
H 1.8356 -1.7749 -0.6727
```

The calculation puts the HOMO energy at -0.304 Eh. As for the electronic energy: -11845.378 eV. The value obtained for the lowest unoccupied orbital energy is 0.0 eV. The frontier orbital gap comes out at 8.273 eV.



Record 3
Below is a structure of composition C31H41BrGe2PdSe, with properties calculated with the ωB97M-V functional and the def2-TZVPD basis.

The geometry in XYZ format:
```
77
C31H41BrGe2PdSe (the ωB97M-V functional and the def2-TZVPD basis)
Pd -1.3494 -0.9485 -0.6242
C -4.5633 0.9241 2.4051
C -4.5426 0.5724 0.9177
Ge -2.7829 0.8454 0.0742
C -3.0628 1.8098 -1.6261
C -3.7104 3.1743 -1.3833
C -1.6156 1.9748 1.1534
C -0.2929 1.8106 1.1735
Ge 0.5887 0.3601 0.1621
C 1.3893 -1.1527 1.1640
C 1.9819 -0.8073 2.5311
C 2.0650 1.1869 -0.8431
C 3.3175 1.4729 -0.0125
C 0.6054 2.8431 1.7594
C 0.8340 4.0268 1.0590
C 1.7060 4.9846 1.5556
C 2.3572 4.7751 2.7629
C 2.1259 3.6053 3.4735
C 1.2624 2.6430 2.9714
H -5.5418 0.7234 2.8458
H -4.3386 1.9794 2.5716
H -3.8274 0.3400 2.9586
H -5.2582 1.1890 0.3680
H -4.8418 -0.4648 0.7706
H -3.6775 1.1940 -2.2859
H -2.0931 1.9280 -2.1124
H -4.6755 3.0841 -0.8804
H -3.8830 3.7050 -2.3217
H -3.0753 3.8087 -0.7611
H -2.0254 2.8473 1.6646
H 2.1583 -1.5414 0.4894
H 0.6426 -1.9350 1.2892
H 2.6449 0.0578 2.5015
H 2.5524 -1.6520 2.9227
H 1.1896 -0.5923 3.2512
H 1.6812 2.0951 -1.3117
H 2.3071 0.4926 -1.6485
H 3.1337 2.1922 0.7875
H 4.1064 1.8807 -0.6485
H 3.7140 0.5615 0.4405
H 0.3292 4.1826 0.1129
H 1.8773 5.8965 0.9980
H 3.0392 5.5207 3.1503
H 2.6227 3.4402 4.4211
H 1.0890 1.7302 3.5269
Br -3.7520 -4.0564 4.8025
C -3.1334 -3.0582 3.3136
C -3.6073 -3.3575 2.0467
C -3.1515 -2.6162 0.9652
C -2.2178 -1.5837 1.1161
C -1.7783 -1.3071 2.4096
C -2.2211 -2.0376 3.5071
H -4.3225 -4.1571 1.9072
H -3.5429 -2.8597 -0.0178
H -1.0773 -0.4978 2.5837
H -1.8652 -1.8072 4.5027
C 4.3911 -4.1439 -3.7394
C 3.2283 -3.2184 -3.5038
C 3.1724 -1.9646 -4.0909
C 2.1088 -1.0927 -3.8759
C 2.1080 0.2468 -4.5597
C 1.0628 -1.4929 -3.0333
Se -0.3560 -0.2332 -2.7128
C 1.0820 -2.7728 -2.4573
C -0.0352 -3.2762 -1.5886
C 2.1661 -3.6069 -2.6973
H 5.1459 -3.6752 -4.3696
H 4.0666 -5.0633 -4.2302
H 4.8656 -4.4267 -2.7982
H 3.9838 -1.6456 -4.7368
H 3.0188 0.3782 -5.1429
H 2.0310 1.0637 -3.8408
H 1.2530 0.3414 -5.2323
H 0.0147 -2.8304 -0.5834
H 0.0344 -4.3533 -1.4353
H -1.0118 -3.0652 -2.0347
H 2.1757 -4.5947 -2.2474
```

The calculation puts the HOMO energy at -0.280 Eh. As for the electronic energy: -284713.159 eV. The value obtained for the lowest unoccupied orbital energy is -0.3 eV. The frontier orbital gap comes out at 7.295 eV.



Record 4
Below is a structure of composition C25H61CuN3O2PSi4 in a non-equilibrium geometry, with properties calculated with the ωB97M-V functional and the def2-TZVPD basis.

The geometry in XYZ format:
```
97
C25H61CuN3O2PSi4 (the ωB97M-V functional and the def2-TZVPD basis)
Cu 0.1789 0.2641 0.1358
C 0.6942 1.9494 4.1921
C 0.5220 1.4622 2.7687
N 0.4303 0.2329 2.4197
O 0.5315 -0.8082 3.3130
C 0.4405 2.4444 1.7209
C 0.5921 3.9233 1.9737
N 0.2330 2.0714 0.4870
O 0.1746 2.9101 -0.4551
H 0.6748 1.1353 4.9191
H -0.1271 2.6195 4.4388
H 1.6365 2.4864 4.3027
H 0.8042 -0.4867 4.1902
H 0.4939 4.1919 3.0196
H -0.1675 4.4375 1.3835
H 1.5606 4.2603 1.5963
C 3.5148 -2.6674 1.4768
C 4.2916 -1.7598 0.5241
C 5.5184 -2.5045 0.0064
C 4.7044 -0.5423 1.3529
P 2.9832 -1.1215 -0.7743
N 2.0607 -0.0985 -0.1349
C 2.0598 -2.6989 -1.4779
C 1.3334 -2.2030 -2.7282
C 2.8692 -3.9444 -1.8176
C 0.9742 -3.0397 -0.4551
C 3.9999 -0.3362 -2.2476
C 4.7156 -1.2725 -3.2153
C 5.0211 0.6052 -1.6084
C 3.0130 0.5647 -2.9897
H 4.0923 -2.8365 2.3892
H 3.3102 -3.6383 1.0352
H 2.5756 -2.1881 1.7478
H 6.0895 -2.8871 0.8555
H 6.1787 -1.8595 -0.5679
H 5.2396 -3.3485 -0.6176
H 5.0095 -0.8501 2.3553
H 3.8430 0.1182 1.4401
H 5.5312 0.0070 0.9163
H 2.0088 -2.0820 -3.5701
H 0.8526 -1.2485 -2.5115
H 0.5607 -2.9142 -3.0276
H 3.6690 -3.7253 -2.5179
H 2.2120 -4.6872 -2.2736
H 3.3020 -4.3952 -0.9283
H 0.6021 -2.1198 -0.0040
H 1.3308 -3.6907 0.3357
H 0.1313 -3.5372 -0.9371
H 5.3947 -1.9439 -2.6970
H 5.3013 -0.6805 -3.9222
H 4.0159 -1.8714 -3.7919
H 5.8659 0.0690 -1.1836
H 4.5309 1.1882 -0.8320
H 5.4162 1.2957 -2.3571
H 2.4031 0.0219 -3.7040
H 3.5436 1.3474 -3.5351
H 2.3562 1.0400 -2.2620
C -2.3416 1.1533 -3.3753
Si -3.1712 1.5495 -1.6927
C -5.0657 1.4489 -2.0221
C -2.8349 3.4040 -1.3552
Si -2.2631 0.1114 -0.0031
Si -3.4652 0.6970 2.0024
C -5.3953 0.6413 2.0711
C -2.9416 -0.4686 3.4446
C -3.0731 2.4883 2.5983
Si -3.1564 -2.0814 -0.4400
C -2.6753 -2.7346 -2.1824
C -5.0623 -2.3634 -0.3872
C -2.4918 -3.3667 0.8277
H -2.5739 1.8835 -4.1463
H -2.6423 0.1763 -3.7403
H -1.2635 1.1395 -3.2515
H -5.3850 2.1467 -2.7915
H -5.6242 1.6748 -1.1205
H -5.3529 0.4527 -2.3403
H -3.1549 4.0550 -2.1685
H -1.7682 3.5507 -1.2139
H -3.3334 3.7359 -0.4470
H -5.7735 -0.3456 1.8238
H -5.8341 1.3376 1.3644
H -5.7687 0.8933 3.0600
H -3.6176 -1.3135 3.5157
H -2.9242 0.0199 4.4148
H -1.9510 -0.8674 3.2606
H -3.6529 3.2197 2.0415
H -2.0255 2.7097 2.4202
H -3.2700 2.6497 3.6562
H -3.3367 -2.3312 -2.9440
H -2.7090 -3.8196 -2.2586
H -1.6688 -2.4184 -2.4336
H -5.5740 -1.6911 -1.0675
H -5.4534 -2.1737 0.6070
H -5.3385 -3.3807 -0.6575
H -1.4806 -3.1148 1.1300
H -2.4725 -4.3831 0.4395
H -3.1011 -3.3700 1.7273
```

The calculation puts the HOMO energy (alpha / beta) at -0.159 / -0.166 Eh. As for the electronic energy: -120919.395 eV. Its spin multiplicity is 2. The value obtained for the lowest unoccupied orbital energy (alpha / beta) is 2.5 / 2.4 eV. The frontier orbital gap (alpha / beta) comes out at 6.848 / 6.940 eV. The charge is -1.



Record 5
Below is a structure of composition C8H20O4Si in a non-equilibrium geometry, with properties calculated with the ωB97M-V functional and the def2-TZVPD basis.

The geometry in XYZ format:
```
33
C8H20O4Si (the ωB97M-V functional and the def2-TZVPD basis)
O -0.1229 -0.1144 -1.3871
O -2.0166 -0.1615 0.5368
O 0.3466 -1.3959 1.0771
O 0.3164 1.2825 0.8326
C 0.8802 -1.4710 -3.1628
C -3.5671 1.6938 0.0094
C 1.7853 -1.7688 2.9705
C 1.9902 2.5005 -0.3450
C -0.1511 -1.3401 -2.0469
C -2.8417 0.4078 -0.4117
C 0.4059 -1.2786 2.4468
C 1.6283 1.2963 0.4733
Si -0.4104 -0.1179 0.2991
H 0.8227 -2.4308 -3.6535
H 1.8692 -1.4205 -2.7100
H 0.7057 -0.7184 -3.9068
H -2.7478 2.3059 0.5126
H -4.4611 1.5357 0.6181
H -3.8942 2.2136 -0.8433
H 1.9154 -2.8523 2.9490
H 1.8893 -1.5572 4.0094
H 2.5673 -1.3913 2.3053
H 1.6916 3.4068 0.1525
H 1.4004 2.5809 -1.2504
H 3.0451 2.5610 -0.6833
H -1.1584 -1.3839 -2.4434
H 0.0224 -2.1469 -1.2842
H -3.6048 -0.2761 -0.8183
H -2.1427 0.7225 -1.1692
H -0.4232 -1.9355 2.7263
H 0.1578 -0.2102 2.7095
H 1.8737 0.2838 0.0928
H 2.2283 1.1803 1.3950
```

The calculation puts the HOMO energy at -0.376 Eh. As for the electronic energy: -24691.163 eV. The value obtained for the lowest unoccupied orbital energy is 1.0 eV. The frontier orbital gap comes out at 11.209 eV.



Energy relative to the best compared isomer or geometry (same formula, charge and spin)
In order: 125.0, 388.9, 0.0, 140.1, 102.9
Unit: kJ/mol